[1]
Below is a structure of composition C2H3I3O, with properties calculated with wB97M-V/def2-TZVPD.

Last column: natural (NBO) charge in e.
Positions of all 9 atoms, in Å:
C  -0.42057  -0.35092  0.55952  -0.220
C  0.20203  -0.02222  -0.76946  -0.489
O  -0.42579  0.74156  1.45054  -0.703
I  0.06666  -1.62651  -2.25589  0.199
I  2.31729  0.52209  -0.75343  0.183
I  -0.90893  1.75654  -1.69917  0.136
H  -1.45080  -0.59525  0.37023  0.214
H  0.27433  -1.06530  1.04686  0.198
H  0.34578  0.64002  2.05079  0.479

relative energy (zero: lowest compared OMol25 entry of this formula, charge and spin)	8.8	kcal per mole
Kohn-Sham gap	8.26	eV
highest occupied orbital energy	-9.20	eV
electronic energy	-28470.8898	eV
maximum force	2.63	eV Å⁻¹
total charge	0

---

[2]
Below is a cluster of 10 separate species, C5H33N3O9 in total, with properties calculated with wB97M-V/def2-TZVPD.

Last column: natural (NBO) charge in e.
Positions of all 50 atoms, in Å:
C  -2.59392  -2.39090  0.33513  -0.454
N  -1.34832  -1.82092  -0.29369  -0.668
C  -0.32821  -2.72958  -0.71468  -0.047
C  -0.75320  -3.46870  -2.10757  -0.676
C  0.96718  -1.96278  -1.05394  -0.224
N  1.13086  -0.59780  -0.39440  -0.691
C  2.52964  -0.04937  -0.51607  -0.057
N  2.61178  0.74556  -1.79001  -0.816
H  -2.89760  -3.44019  0.25529  0.201
H  -3.50852  -1.84852  0.17956  0.228
H  -2.54053  -2.04275  1.48114  0.193
H  -1.51828  -1.12745  -1.14756  0.373
H  -0.16453  -3.48837  -0.00680  0.203
H  -1.85497  -3.19575  -2.14490  0.221
H  -0.26473  -3.25859  -3.05230  0.215
H  -1.06017  -4.60043  -1.78695  0.220
H  1.06487  -1.59316  -2.07715  0.177
H  1.80886  -2.54009  -0.76085  0.186
H  0.78168  -0.68533  0.60493  0.378
H  3.31822  -0.71507  -0.44762  0.174
H  2.68579  0.64393  0.35787  0.166
H  2.18303  0.21956  -2.39368  0.330
H  2.08435  1.59981  -1.75181  0.360
O  2.87881  0.17163  3.41538  -0.969
H  1.93671  0.46837  3.63497  0.467
H  3.22382  0.89387  2.82526  0.501
O  -1.06733  0.02299  -3.61204  -0.959
H  -1.04744  0.73564  -4.27383  0.494
H  -0.93549  -0.78390  -4.02764  0.473
O  0.62735  3.61969  1.00677  -0.944
H  0.30692  3.34044  0.17955  0.419
H  -0.11440  3.48334  1.56432  0.492
O  0.74610  -1.27919  2.69774  -0.997
H  1.51946  -0.98132  2.25134  0.521
H  0.43674  -1.07622  3.52487  0.483
O  -3.90929  -0.51781  -2.67670  -0.958
H  -2.95023  -0.24833  -2.57865  0.488
H  -3.98378  -0.89939  -3.57481  0.467
O  2.67315  2.61815  2.20831  -0.950
H  2.33937  2.30087  1.44695  0.461
H  2.30756  3.45647  2.06015  0.493
O  -1.53918  0.22348  2.32611  -0.987
H  -1.10344  -0.51060  2.67716  0.477
H  -1.48033  0.08112  1.27457  0.507
O  -1.66152  2.89366  1.92591  -0.938
H  -2.09172  3.43742  2.49899  0.467
H  -1.49070  2.17608  2.49919  0.501
O  -0.28476  2.39315  -1.69703  -0.929
H  -0.34959  2.86337  -0.75482  0.433
H  -0.03684  1.48918  -1.60281  0.493

relative energy (zero: lowest compared OMol25 entry of this formula, charge and spin)	129.2	kcal per mole
Kohn-Sham gap	9.01	eV
structure (SMILES)	CN[C@@H](C)CNCN.O.O.O.O.O.O.O.O.O
highest occupied orbital energy	-8.87	eV
electronic energy	-28613.4754	eV
maximum force	6.56	eV Å⁻¹
total charge	0

---

[3]
Below is a cluster of 2 separate species, C4H8O3 in total, with properties calculated with wB97M-V/def2-TZVPD.

Last column: natural (NBO) charge in e.
Positions of all 15 atoms, in Å:
C  2.08383  0.88763  -0.33679  -0.241
O  0.89198  0.10149  -0.15084  -0.585
C  -0.04361  -0.40286  -1.98351  0.499
O  0.71367  -0.11146  -2.78947  -0.554
C  -0.17028  0.03807  0.83903  -0.059
C  -1.53423  -0.63066  0.38491  -0.076
O  -2.33912  -0.72937  1.56527  -0.735
H  1.87453  1.95348  -0.50568  0.179
H  2.85905  0.77291  0.43588  0.183
H  2.55934  0.49894  -1.25969  0.205
H  0.19560  -0.60617  1.63802  0.183
H  -0.46175  1.01271  1.24281  0.181
H  -2.06627  -0.02849  -0.36168  0.171
H  -1.37216  -1.63124  -0.03272  0.174
H  -3.19056  -1.12496  1.31447  0.475

relative energy (zero: lowest compared OMol25 entry of this formula, charge and spin)	74.6	kcal per mole
Kohn-Sham gap	10.75	eV
highest occupied orbital energy	-9.91	eV
electronic energy	-10417.7674	eV
maximum force	2.02	eV Å⁻¹
total charge	0

---

Q: Which value of relative energy (zero: lowest compared OMol25 entry of this formula, charge and spin) does entry 3 give?
A: 74.6 kcal per mole